{
  "formula": "C4H10NP",
  "method": "ωB97M-V/def2-TZVPD",
  "species": ["C", "N", "P", "H", "H", "H", "H", "C", "C", "C", "H", "H", "H", "H", "H", "H"],
  "xyz": [[-2.916364, -0.073853, 0.815194], [-1.968088, 0.237686, -0.280496], [-1.622230, -1.290466, 0.254421], [-2.620781, 0.561637, 1.617168], [-3.998028, -0.223835, 0.739593], [-2.404268, 0.301196, -1.132549], [-0.701594, -0.646804, 1.162695], [1.282672, 1.226394, 0.358789], [2.110342, 0.533480, -0.408372], [1.990720, -0.878250, -0.798423], [1.572555, 2.244952, 0.596828], [0.225001, 0.920761, 0.525257], [3.006910, 1.039622, -0.682698], [1.587249, -1.426526, -0.040839], [1.451468, -1.112293, -1.694935], [3.004437, -1.413700, -1.031634]],
  "forces_ev_per_angstrom": [[1.05, -0.23, -0.22], [-0.86, 2.16, 0.49], [0.35, -0.91, 2.09], [-0.20, 0.02, 0.93], [0.53, -0.10, -0.67], [-1.13, 0.20, -2.60], [0.12, -1.34, 0.03], [-1.14, 0.24, -0.63], [0.18, 0.38, 0.45], [2.95, -0.83, -2.24], [-0.26, -0.05, 0.13], [1.10, 0.20, 0.30], [0.75, 0.21, -0.21], [-1.34, -1.58, 2.14], [-0.67, 0.32, -0.61], [-1.43, 1.30, 0.62]],
  "mulliken_charge": [-0.363, -0.371, -0.044, 0.208, 0.286, 0.241, 0.064, -0.701, 0.242, -1.050, 0.256, 0.049, 0.306, 0.329, 0.279, 0.270],
  "gap_ev": 10.292,
  "e_above_lowest_kcal_mol": 54.1,
  "max_force_ev_per_a": 3.8,
  "homo_energy_ev": -9.2,
  "lumo_energy_ev": 1.1,
  "e_tot_ev": -15085.953
}

---

{
  "formula": "C4H10NS",
  "method": "ωB97M-V/def2-TZVPD",
  "species": ["C", "C", "S", "C", "N", "C", "H", "H", "H", "H", "H", "H", "H", "H", "H", "H"],
  "xyz": [[0.572375, 0.731772, 0.867917], [0.118848, 0.158593, 2.167518], [-0.773385, -1.520919, 2.019049], [-0.465013, 0.855111, -0.354975], [-0.765992, -0.310738, -1.190982], [0.150740, -1.036410, -1.998578], [1.547045, 0.182433, 0.526863], [0.874057, 1.812852, 0.929296], [0.818099, -0.044191, 2.889084], [-0.618646, 0.950079, 2.572570], [-0.183735, 1.636592, -1.216226], [-1.355574, 1.252828, 0.117633], [-1.228517, -0.987558, -0.570380], [1.150532, -0.378291, -2.094544], [0.258087, -2.033011, -1.561028], [-0.098920, -1.269140, -3.103218]],
  "forces_ev_per_angstrom": [[2.55, 0.37, -3.12], [-4.30, 0.59, -1.36], [0.51, 1.44, 0.17], [1.71, 0.45, -1.96], [-2.59, -0.49, 1.80], [2.73, 1.11, -1.62], [-1.72, 0.88, 0.34], [-0.03, -0.91, 0.69], [1.99, -0.09, 1.58], [0.71, -1.62, -0.06], [0.08, -1.08, 2.51], [-0.59, -0.17, -0.28], [0.12, 0.47, -0.60], [-1.72, -1.91, 0.39], [0.91, 0.11, -0.01], [-0.35, 0.84, 1.54]],
  "mulliken_charge": [-0.246, -0.702, -0.139, -0.776, -0.299, -0.690, 0.225, 0.273, 0.446, 0.277, 0.350, 0.338, 0.250, 0.223, 0.239, 0.231],
  "gap_ev": [9.188, 6.073],
  "spin_multiplicity": 2,
  "e_above_lowest_kcal_mol": 34.9,
  "max_force_ev_per_a": 4.5,
  "homo_energy_ev": [-8.2, -8.2],
  "lumo_energy_ev": [1.0, -2.1],
  "e_tot_ev": -16632.461
}

---

{
  "formula": "C4H10NS",
  "method": "ωB97M-V/def2-TZVPD",
  "species": ["C", "C", "C", "C", "N", "S", "H", "H", "H", "H", "H", "H", "H", "H", "H", "H"],
  "xyz": [[-1.513759, -0.870206, -0.112493], [0.860321, 1.780207, -0.335198], [0.741614, -1.617578, 0.046081], [0.458759, 0.735696, 0.768316], [-0.166619, -0.513364, 0.327419], [-2.704534, 0.266272, 0.062254], [-1.421792, -1.848627, -0.605746], [1.834503, 1.529449, -0.739999], [0.346542, 1.641606, -1.245959], [0.904837, 2.756654, 0.009365], [1.588104, -1.483829, 0.819447], [1.325665, -1.600420, -0.839360], [0.284140, -2.536260, -0.022326], [-0.248188, 1.395137, 1.377556], [1.302303, 0.562804, 1.292978], [-3.591895, -0.197539, -0.802333]],
  "forces_ev_per_angstrom": [[6.59, 1.96, 1.35], [1.17, -3.34, -0.77], [3.46, 2.13, 2.29], [-4.28, 3.68, -1.43], [-4.50, -2.33, -2.67], [-0.35, 0.86, 0.39], [-1.10, 0.53, 0.27], [0.69, -0.01, 0.46], [-1.60, 0.36, -0.77], [-0.31, 1.72, 0.72], [-1.52, -1.14, -0.74], [0.16, 1.06, -1.47], [-1.07, -2.06, 0.82], [0.63, -1.63, -0.26], [2.39, -1.18, 2.04], [-0.35, -0.60, -0.23]],
  "mulliken_charge": [0.203, -1.089, -0.963, -0.530, 0.078, -0.098, 0.333, 0.358, 0.355, 0.388, 0.297, 0.407, 0.375, 0.295, 0.363, 0.228],
  "gap_ev": 8.960,
  "e_above_lowest_kcal_mol": 56.7,
  "charge": 1,
  "max_force_ev_per_a": 7.0,
  "homo_energy_ev": -14.3,
  "lumo_energy_ev": -5.4,
  "e_tot_ev": -16626.508
}

---

{
  "formula": "C4H10NS",
  "method": "ωB97M-V/def2-TZVPD",
  "species": ["C", "C", "C", "C", "N", "S", "H", "H", "H", "H", "H", "H", "H", "H", "H", "H"],
  "xyz": [[-2.248688, 0.685890, -0.718773], [-1.395872, 1.047639, 0.478472], [-0.024704, -0.709254, -0.727357], [2.483708, -0.982318, 0.206058], [-0.788596, 0.539532, -0.705054], [3.221664, 0.423317, 0.558269], [-2.928313, -0.170260, -0.714301], [-2.732198, 1.507023, -1.336713], [-1.162498, 2.103183, 0.735412], [-1.461189, 0.387475, 1.392128], [-0.409566, -1.561473, -0.107165], [0.388686, -0.906678, -1.719257], [2.096415, -1.589485, 0.997237], [2.785759, -1.546274, -0.762901], [-0.274307, 1.207402, -1.283591], [3.847855, 0.613028, -0.629590]],
  "forces_ev_per_angstrom": [[-1.83, 1.76, 0.09], [-1.42, 0.69, 2.02], [1.02, -1.33, 0.59], [-1.28, -2.53, -3.16], [1.86, -1.28, -1.22], [1.28, 1.92, 0.30], [0.96, -0.20, 0.20], [1.29, -0.91, 0.70], [-0.36, -0.86, -0.43], [0.42, 0.54, -1.43], [0.08, 1.18, -0.87], [-0.53, -0.11, 0.33], [-0.15, -0.07, 0.32], [-0.71, 1.04, 1.94], [-0.41, 0.14, 0.30], [-0.19, 0.02, 0.33]],
  "mulliken_charge": [-0.318, -0.362, -0.911, -0.446, 0.135, -0.059, 0.253, 0.254, 0.260, 0.239, 0.363, 0.405, 0.317, 0.328, 0.354, 0.187],
  "gap_ev": [8.626, 6.762],
  "e_above_lowest_kcal_mol": 117.7,
  "charge": 1,
  "max_force_ev_per_a": 4.2,
  "homo_energy_ev": [-12.4, -11.2],
  "lumo_energy_ev": [-3.8, -4.4],
  "e_tot_ev": -16623.861
}

---

{
  "formula": "C4H10NS",
  "method": "ωB97M-V/def2-TZVPD",
  "species": ["C", "C", "C", "C", "N", "S", "H", "H", "H", "H", "H", "H", "H", "H", "H", "H"],
  "xyz": [[-2.051200, 0.223464, 0.337729], [0.727866, -0.697883, 0.409866], [-3.369800, 0.079817, -0.282824], [2.591494, 0.774345, -0.260557], [1.970872, -0.564891, -0.188699], [-0.669226, -0.052286, -0.430196], [-1.909716, -0.079502, 1.383060], [0.572844, -0.708921, 1.546028], [-3.610944, -0.979563, 0.085803], [-3.260942, 0.214570, -1.292993], [-3.997882, 0.725337, 0.348217], [2.822194, 1.135374, 0.785828], [3.623606, 0.817382, -0.708815], [1.894223, 1.402546, -0.850551], [2.614244, -1.195525, 0.259700], [2.052370, -1.094268, -1.141602]],
  "forces_ev_per_angstrom": [[2.30, -1.59, 2.16], [-5.48, 0.43, 2.73], [-0.02, -1.30, 4.10], [1.50, 1.78, 0.34], [2.52, -1.36, -3.07], [2.26, -0.45, -1.75], [-0.67, 0.73, 0.12], [1.05, -0.10, -1.84], [-0.26, 1.21, -1.20], [-0.77, 0.33, -2.48], [-0.42, 0.06, -1.07], [-1.04, -0.27, -1.08], [-1.16, -0.67, -0.12], [0.59, -0.12, 0.71], [0.39, -0.28, 1.14], [-0.78, 1.58, 1.31]],
  "mulliken_charge": [-0.043, -0.517, -0.871, -0.718, -0.196, 0.013, 0.295, 0.304, 0.260, 0.427, 0.290, 0.318, 0.339, 0.306, 0.372, 0.419],
  "gap_ev": 7.916,
  "e_above_lowest_kcal_mol": 94.7,
  "charge": 1,
  "max_force_ev_per_a": 6.1,
  "homo_energy_ev": -12.1,
  "lumo_energy_ev": -4.2,
  "e_tot_ev": -16624.861
}

---

{
  "formula": "C4H10NS",
  "method": "ωB97M-V/def2-TZVPD",
  "species": ["C", "C", "C", "C", "N", "S", "H", "H", "H", "H", "H", "H", "H", "H", "H", "H"],
  "xyz": [[1.178929, -1.376020, -1.442070], [1.512577, -1.180287, -0.151541], [0.910497, -0.027651, 0.496622], [1.007863, 0.078124, 1.980980], [-2.592813, 0.977408, -1.093068], [-0.141175, 1.086973, -0.394452], [1.558645, -2.278791, -1.921414], [0.743482, -0.525075, -1.991853], [2.232812, -1.885197, 0.321304], [0.864911, -0.907213, 2.564993], [0.314865, 0.716987, 2.468819], [2.083992, 0.271927, 2.072321], [-2.972362, 1.406916, -0.239866], [-3.299432, 0.274241, -1.305362], [-2.850515, 1.614941, -1.943495], [-0.552273, 1.752713, 0.578088]],
  "forces_ev_per_angstrom": [[1.21, 0.31, 0.20], [0.05, 0.31, -0.92], [-1.91, 0.90, 0.23], [0.46, -2.45, 0.10], [-2.08, 1.42, -2.13], [3.49, -3.55, -1.40], [-0.37, 0.39, -0.32], [-0.27, -1.13, -0.06], [-1.04, 0.74, 0.24], [0.30, 1.02, -1.41], [-0.06, 1.22, 0.15], [-0.10, 0.55, 0.69], [-0.01, 0.22, -0.57], [0.29, -0.67, 0.35], [0.89, -0.76, 2.22], [-0.84, 1.49, 2.62]],
  "mulliken_charge": [-0.668, -0.153, 0.710, -1.185, -0.776, 0.038, 0.278, 0.266, 0.331, 0.326, 0.453, 0.339, 0.304, 0.270, 0.282, 0.187],
  "gap_ev": [7.877, 7.876],
  "e_above_lowest_kcal_mol": 61.9,
  "charge": 1,
  "max_force_ev_per_a": 5.2,
  "homo_energy_ev": [-13.5, -13.5],
  "lumo_energy_ev": [-5.7, -5.7],
  "e_tot_ev": -16626.281
}

---

- Which formula does entry 6 have?
  C4H10NS

---

- What is the formula in the fourth record?
  C4H10NS